Entry 1:
{
  "formula": "C18H29ClNO6PS2",
  "method": "ωB97M-V/def2-TZVPD",
  "smiles": "C#CP(C=C)(CC=O)(N=C=O)[C@@H](Cl)CC.O=S1(=O)CCCC1.O=S1(=O)CCCC1",
  "energy_ev": -76383.9357,
  "homo_ev": -9.32,
  "fmax_ev_per_a": 7.86,
  "gap_ev": 9.40,
  "symbols": ["C", "C", "P", "C", "C", "C", "C", "O", "N", "C", "O", "C", "Cl", "C", "C", "H", "H", "H", "H", "H", "H", "H", "H", "H", "H", "H", "H", "H", "O", "S", "O", "C", "C", "C", "C", "H", "H", "H", "H", "H", "H", "H", "H", "O", "S", "O", "C", "C", "C", "C", "H", "H", "H", "H", "H", "H", "H", "H"],
  "coordinates": [[-0.88700, 3.92418, 1.01401], [-0.47052, 2.70882, 0.67685], [-0.09809, 0.87541, 0.22862], [-1.30709, 0.08842, -1.01095], [-2.32306, 0.91638, -1.64940], [1.31326, 0.00033, 1.14272], [1.05310, -0.21162, 2.73132], [0.92574, -1.40942, 3.19829], [-1.17452, 0.43370, 1.60631], [-1.94692, -0.58306, 1.33071], [-2.46405, -1.74554, 1.29749], [1.00745, 1.47220, -1.20904], [1.89779, 3.05117, -0.72190], [2.16434, 0.45814, -1.68153], [1.67997, -1.03394, -2.05504], [-1.06769, 5.06383, 0.91587], [-1.29240, -1.01472, -1.35460], [-3.28332, 0.46037, -2.08448], [-2.09242, 2.05263, -1.75515], [1.61147, -1.02663, 0.72735], [2.23773, 0.71250, 1.08244], [0.95494, 0.65597, 3.48021], [0.32123, 1.79067, -2.09581], [3.07669, 0.40433, -0.95735], [2.60854, 0.90701, -2.66420], [0.96947, -1.52252, -1.29090], [1.10049, -1.04544, -3.06859], [2.60999, -1.71071, -2.23098], [-4.57696, 1.36633, -3.51536], [-3.87423, 2.07851, -4.55865], [-3.06822, 3.24816, -4.28792], [-2.89656, 0.90753, -5.48311], [-3.83703, 0.40929, -6.57210], [-4.56721, 1.64993, -7.08920], [-5.03085, 2.45052, -5.87123], [-2.54368, 0.11407, -4.82386], [-2.04798, 1.44606, -5.91202], [-3.29270, -0.10256, -7.36895], [-4.56063, -0.29576, -6.14910], [-3.87787, 2.25533, -7.68752], [-5.41106, 1.38429, -7.73067], [-5.02214, 3.52368, -6.06784], [-6.02515, 2.14046, -5.54346], [5.02066, -0.50439, 6.47256], [4.59129, -1.63922, 5.68627], [5.13563, -1.92102, 4.37591], [4.72369, -3.10652, 6.69223], [3.37999, -3.19792, 7.40227], [2.32747, -2.86832, 6.34238], [2.80551, -1.62460, 5.59215], [5.56647, -3.01375, 7.37747], [4.87411, -3.95743, 6.02336], [3.22227, -4.18790, 7.83665], [3.33254, -2.46137, 8.21157], [2.23782, -3.70779, 5.64454], [1.34278, -2.70582, 6.78739], [2.49765, -1.64353, 4.54559], [2.44929, -0.70871, 6.06840]],
  "forces_ev_per_a": [[2.2740, -5.7327, -2.8717], [-2.6076, 6.0754, 1.9233], [-0.1421, 1.8283, -0.5371], [-3.0183, 1.5129, -2.7827], [3.1692, -1.5890, 1.5176], [1.5561, 0.4146, 1.8804], [-0.9887, -4.4662, 0.7082], [0.6551, 5.3518, -2.2953], [-4.4434, -4.8194, -1.5213], [1.1249, -3.2527, 2.1962], [2.5445, 7.4365, -0.0486], [1.1189, 0.4257, -1.2043], [-0.0964, -1.1531, -0.5714], [0.5348, -0.0997, -1.1668], [-0.1609, -0.2134, -0.8456], [0.4155, -2.6784, 0.4944], [-0.1234, 1.6829, 1.4399], [2.0017, 0.8201, 0.4524], [-1.0627, -2.0084, 0.6674], [-0.6676, 1.5927, 0.4999], [-1.5794, -1.2178, -0.0904], [0.2917, -0.8752, -1.3877], [1.3282, -0.6592, 1.5851], [-1.9632, 0.2593, -1.0354], [-0.7612, -0.7455, 1.7711], [1.3468, 0.7274, -1.0720], [0.9618, 0.1836, 1.8019], [-1.6489, 1.1683, 0.5192], [-0.0439, 0.3330, -0.1683], [0.2385, 0.2599, -0.1794], [-0.2773, -0.3232, 0.3405], [0.2284, -0.4009, -0.2497], [-0.1224, -0.1569, -0.0650], [0.0395, 0.0053, -0.2730], [-0.4334, 0.1699, -0.4321], [-0.0201, 0.1831, 0.0997], [-0.0824, 0.0134, 0.1182], [-0.0518, 0.0344, 0.1034], [0.1048, 0.0342, -0.0208], [-0.0647, -0.0649, 0.0690], [0.0920, 0.0615, 0.0773], [0.0073, -0.1012, 0.2409], [0.1588, 0.0301, 0.1052], [0.1285, -0.1145, -0.3180], [-0.0572, -0.1171, -0.1363], [0.1029, 0.3600, 0.2860], [0.0647, -0.3982, 0.3598], [-0.1077, 0.0165, 0.1656], [-0.1699, -0.1797, -0.0025], [-0.4172, -0.0075, -0.1127], [0.0209, 0.1050, -0.1818], [0.0219, 0.1336, 0.0047], [0.0387, 0.1023, -0.0207], [0.0553, -0.0819, -0.0522], [0.0028, 0.0999, 0.0570], [0.1019, -0.0112, -0.0984], [0.2127, 0.0839, 0.3036], [0.1691, -0.0376, -0.0465]],
  "nbo_charge": [-0.20, -0.37, 1.55, -0.61, -0.36, -0.84, 0.44, -0.57, -0.85, 0.87, -0.52, -0.49, -0.09, -0.45, -0.64, 0.27, 0.27, 0.26, 0.23, 0.29, 0.27, 0.17, 0.25, 0.23, 0.23, 0.20, 0.21, 0.23, -0.95, 2.17, -0.94, -0.68, -0.41, -0.40, -0.68, 0.26, 0.24, 0.23, 0.22, 0.21, 0.23, 0.26, 0.25, -0.95, 2.17, -0.94, -0.68, -0.41, -0.40, -0.69, 0.25, 0.24, 0.22, 0.21, 0.21, 0.23, 0.28, 0.24]
}

---

Entry 2:
{
  "formula": "C18H29F16N2O2P2",
  "method": "ωB97M-V/def2-TZVPD",
  "total_charge": -1,
  "relative_energy_ev": 0.000,
  "energy_ev": -88268.0622,
  "homo_ev": -3.25,
  "fmax_ev_per_a": 1.19,
  "gap_ev": 5.41,
  "symbols": ["C", "C", "P", "C", "C", "C", "C", "C", "C", "N", "P", "N", "H", "H", "H", "H", "H", "H", "H", "H", "H", "H", "H", "H", "H", "H", "H", "H", "H", "H", "H", "H", "H", "C", "C", "C", "F", "F", "F", "F", "O", "C", "C", "F", "F", "F", "F", "H", "H", "H", "H", "C", "C", "C", "F", "F", "F", "F", "O", "C", "C", "F", "F", "F", "F", "H", "H", "H", "H"],
  "coordinates": [[0.51620, 3.50642, 0.87718], [-0.82893, 2.88116, 0.44121], [-1.23639, 2.80668, -1.38099], [-2.60151, 4.09172, -1.47300], [-3.93732, 3.46731, -1.91158], [0.23056, 3.32584, -2.27491], [0.25865, 2.73305, -3.69491], [1.16011, 1.49072, -3.84663], [1.05908, 0.49179, -2.70552], [1.97347, -0.66645, -2.90542], [0.52103, 5.04107, -2.24475], [1.98970, 5.63860, -2.11681], [1.09371, 3.87886, 0.03363], [0.36993, 4.32669, 1.58810], [1.14087, 2.76369, 1.38245], [-1.64675, 3.43289, 0.91958], [-0.89604, 1.87071, 0.84836], [-2.74041, 4.58442, -0.50241], [-2.33651, 4.88862, -2.17440], [-4.12159, 2.52830, -1.38601], [-4.76725, 4.15863, -1.72558], [-3.92439, 3.26164, -2.98545], [0.64070, 3.48584, -4.39747], [-0.74655, 2.45634, -4.04309], [0.87479, 0.95721, -4.76753], [2.20667, 1.79982, -3.96774], [0.02983, 0.12686, -2.63876], [1.28408, 0.99012, -1.76141], [2.52667, -0.50351, -3.73923], [2.64855, -0.68118, -2.15021], [-0.33384, 5.56278, -1.24438], [-0.09727, 5.55987, -3.42474], [2.08600, 6.24514, -1.31309], [-1.76649, 1.46041, 5.74034], [-2.02581, 1.68395, 4.24342], [-3.10193, 0.82078, 3.57312], [-2.77424, -0.48606, 3.63637], [-3.20695, 1.17373, 2.28152], [-0.87368, 1.61714, 3.56182], [-2.50701, 2.96217, 4.15345], [-0.66068, 0.64687, 6.08589], [-0.76083, -0.69642, 6.27636], [0.09749, -1.48817, 5.27703], [-0.27823, -1.22185, 4.01791], [-0.08447, -2.80821, 5.51485], [-2.03291, -1.12508, 6.27635], [-0.25195, -0.97100, 7.50700], [-1.49637, 2.44644, 6.11468], [-2.67520, 1.14651, 6.25495], [-4.06740, 0.97350, 4.06418], [1.15037, -1.23444, 5.41091], [2.21145, -6.54994, -2.66863], [3.30134, -6.60835, -1.58913], [2.88479, -6.98163, -0.16096], [2.04693, -6.07319, 0.36184], [3.99489, -7.02647, 0.61231], [4.02638, -5.47836, -1.57649], [4.12911, -7.63559, -1.97240], [1.68875, -5.28636, -3.00307], [0.58744, -4.75664, -2.37908], [0.90473, -3.43037, -1.68085], [1.87872, -3.63111, -0.75817], [-0.21072, -3.02560, -1.03201], [0.01719, -5.64752, -1.54282], [-0.32554, -4.48548, -3.34020], [2.72186, -6.87777, -3.57364], [1.42318, -7.27330, -2.45443], [2.41042, -7.96648, -0.14891], [1.22950, -2.66777, -2.39802]],
  "forces_ev_per_a": [[-0.0936, -0.1061, 0.1661], [0.1049, 0.3873, 0.4151], [0.3937, -0.5200, -0.2548], [-0.3082, 0.2746, 0.0721], [0.1663, 0.2872, -0.0318], [-1.0334, 0.5069, -0.2819], [0.3832, -0.1733, 0.3336], [-0.0603, -0.0991, -0.1675], [-0.0400, -0.1059, -0.0526], [0.0790, 0.1045, 0.0589], [0.6618, -0.1121, 0.2148], [-0.1576, -0.0525, -0.1152], [0.0369, -0.0381, -0.0197], [-0.0169, -0.0206, -0.0830], [-0.0060, 0.0350, -0.0529], [0.0110, -0.1217, -0.0242], [0.0016, -0.0322, -0.1763], [0.0672, -0.0668, -0.0492], [0.0404, -0.0918, -0.0053], [-0.0577, 0.0309, -0.0167], [-0.0294, -0.0984, 0.0127], [0.0191, -0.1481, 0.0829], [-0.1189, -0.0589, -0.0733], [0.0227, 0.0386, 0.0079], [0.1274, 0.0902, -0.0251], [-0.0347, 0.0231, 0.1624], [0.0330, 0.0264, 0.0436], [-0.0401, 0.0425, -0.0719], [-0.0365, -0.0419, -0.0688], [0.0330, -0.0175, 0.0304], [-0.0903, -0.0078, -0.0226], [-0.0714, 0.0190, -0.0035], [0.0610, 0.0398, -0.0012], [-0.1283, 0.1831, 0.3703], [0.1222, -0.0737, -0.0018], [-0.0346, 0.1045, 0.0284], [-0.0037, -0.0815, 0.0512], [-0.0097, -0.0072, -0.0531], [0.0135, -0.0204, -0.0341], [-0.0264, 0.0409, -0.0001], [0.1586, -0.0445, -0.4442], [0.0508, 0.0648, 0.1754], [0.0374, 0.0368, 0.0673], [0.0014, -0.0138, -0.0191], [0.0237, -0.0436, -0.0079], [-0.1531, -0.0415, -0.0818], [-0.0365, -0.0147, 0.0334], [-0.0099, -0.0148, 0.0183], [-0.0159, -0.0697, -0.1075], [-0.0046, -0.0111, 0.0177], [0.0114, 0.0034, -0.0144], [-0.1985, -0.2416, -0.3399], [-0.0284, 0.1422, 0.0280], [0.0195, -0.0791, -0.0584], [-0.0818, 0.0684, 0.0050], [0.0371, -0.0139, 0.0363], [0.0129, 0.0271, -0.0112], [0.0219, -0.0397, -0.0105], [0.3439, 0.2665, 0.3273], [-0.0818, -0.0862, -0.2189], [0.0070, -0.0110, -0.0762], [0.0011, -0.0166, -0.0054], [0.0000, 0.0226, 0.0054], [0.0136, -0.0583, 0.1586], [-0.0448, -0.0452, -0.0045], [-0.0250, -0.0076, 0.0014], [0.0331, 0.0224, 0.1167], [-0.0209, -0.0013, -0.0060], [-0.0525, 0.0612, 0.0510]],
  "nbo_charge": [-0.63, -0.71, 0.78, -0.73, -0.60, -1.13, -0.40, -0.40, -0.23, -0.87, 1.39, -1.40, 0.24, 0.19, 0.19, 0.20, 0.21, 0.20, 0.21, 0.20, 0.18, 0.20, 0.19, 0.18, 0.17, 0.19, 0.18, 0.21, 0.35, 0.35, -0.11, -0.15, 0.35, -0.13, 0.60, 0.52, -0.33, -0.31, -0.30, -0.33, -0.51, 0.85, 0.51, -0.31, -0.33, -0.32, -0.33, 0.23, 0.20, 0.13, 0.15, -0.13, 0.60, 0.52, -0.31, -0.33, -0.30, -0.34, -0.51, 0.85, 0.46, -0.33, -0.32, -0.33, -0.32, 0.22, 0.20, 0.13, 0.22]
}